[1]
Computed, not measured: 9 unconnected molecules or ions with the total composition C9H36O9, with ωB97M-V with the def2-TZVPD basis set.

Positions of all 54 atoms, in Å:
C 9.2556 17.0672 6.7252
C 9.7151 15.6820 7.1765
C 10.0329 14.7676 6.0290
O 10.8686 15.7582 8.0093
H 9.2039 17.7126 7.6030
H 8.2676 17.0672 6.2667
H 9.9710 17.4674 6.0026
H 8.8860 15.2568 7.7622
H 9.2026 14.5937 5.3490
H 10.4076 13.8054 6.3845
H 10.8891 15.1819 5.4810
H 10.6170 15.7480 8.9350
C 11.3603 9.1170 10.1678
C 11.5751 10.1838 9.0943
C 10.3240 10.8944 8.6301
O 12.4218 11.2515 9.6179
H 10.4377 8.5650 9.9702
H 11.2710 9.6209 11.1320
H 12.1437 8.3604 10.2073
H 12.1200 9.7266 8.2584
H 10.6779 11.6752 7.9594
H 9.8159 11.3216 9.4940
H 9.6611 10.2157 8.0973
H 13.1853 10.8650 10.0597
C 14.5164 9.5421 5.5570
C 15.6297 9.7236 6.5695
C 16.8607 8.9783 6.1640
O 15.9550 11.1081 6.6834
H 14.4811 8.5136 5.1776
H 14.6783 10.1695 4.6810
H 13.5142 9.7247 5.9552
H 15.2560 9.3992 7.5496
H 17.0613 9.0346 5.0950
H 16.6832 7.9282 6.4168
H 17.7301 9.3581 6.6969
H 15.1326 11.6002 6.8397
O 13.7776 12.7270 7.5285
H 13.2115 12.2358 8.1447
H 13.4950 13.6437 7.6009
O 12.8829 11.3515 3.1933
H 12.2896 11.7616 2.5526
H 13.7426 11.7542 3.0271
O 8.3460 8.7133 4.9227
H 8.2883 8.1937 4.1168
H 8.3888 9.6287 4.6143
O 8.6285 11.5020 3.9871
H 9.3787 11.4812 4.6202
H 8.7603 12.2884 3.4536
O 11.0047 11.3182 5.2645
H 11.5964 11.2373 4.4979
H 11.4203 11.9873 5.8186
O 12.9403 8.4282 2.6618
H 13.3030 9.3085 2.8175
H 12.3968 8.2550 3.4362

Its energy is -1041.65313 Ha. For the molar mass, the calculation gives 288.4 Da. The calculation puts the gap between HOMO and LUMO at 9.682 eV. As for the SMILES: CC(C)O.CC(C)O.CC(C)O.O.O.O.O.O.O. The lowest unoccupied orbital energy comes out at -0.023 eV. The HOMO energy comes out at -9.70 eV. The energy above the lowest of the compared OMol25 structures with the same formula, charge and spin comes out at 0.481 eV.

[2]
Computed, not measured: 7 unconnected molecules or ions with the total composition C9H39B2NO4, with ωB97M-V with the def2-TZVPD basis set.

Positions of all 55 atoms, in Å:
O -17.8948 -14.5032 21.4763
H -18.5327 -14.9326 20.8548
H -17.8416 -15.0153 22.3681
H -16.9783 -14.5199 21.0451
N -14.2942 -16.2393 22.6854
H -15.0928 -16.7885 23.0165
H -14.0216 -15.6441 23.4651
H -14.6312 -15.6160 21.8880
H -13.5225 -16.8420 22.4154
B -15.2230 -14.5337 20.5074
H -15.7541 -15.6174 20.4278
H -15.1409 -14.1585 21.6496
H -14.1273 -14.6841 20.0369
H -15.8361 -13.6877 19.9179
B -17.5973 -16.2007 23.7270
H -17.6263 -16.8487 24.7350
H -18.3391 -15.2478 23.8312
H -16.4654 -15.8143 23.5322
H -18.0169 -16.8996 22.8322
C -18.2872 -17.4437 19.7330
C -19.5951 -16.8170 19.3056
C -20.7884 -17.4404 20.0115
O -19.5415 -15.3990 19.6474
H -17.4360 -16.8508 19.3937
H -18.1740 -18.4109 19.2405
H -18.2540 -17.5542 20.8166
H -19.7142 -16.8757 18.2211
H -20.6850 -17.2671 21.0828
H -20.8688 -18.4897 19.7349
H -21.7136 -16.9352 19.7190
H -20.1968 -14.9467 19.1101
C -16.2016 -12.3979 23.7121
C -17.2605 -11.3573 23.4235
C -18.4473 -11.5479 24.3495
O -16.7724 -10.0285 23.6014
H -15.9413 -12.3852 24.7768
H -15.2656 -12.2474 23.1707
H -16.5618 -13.4072 23.5215
H -17.6499 -11.4865 22.4046
H -19.2675 -10.8717 24.1083
H -18.1570 -11.3720 25.3880
H -18.8113 -12.5732 24.2764
H -16.2154 -9.8208 22.8462
C -23.5573 -13.9755 22.0960
C -22.2373 -14.4704 22.6551
C -21.1081 -13.4888 22.4070
O -22.4392 -14.6726 24.0536
H -23.7547 -12.9676 22.4716
H -24.3697 -14.6078 22.4501
H -23.5319 -13.9266 21.0081
H -21.9951 -15.4286 22.1783
H -21.3443 -12.4873 22.7678
H -20.9324 -13.4429 21.3272
H -20.1775 -13.7950 22.8849
H -21.7523 -15.2495 24.3997

Its energy is -771.53651 Ha. For the molar mass, the calculation gives 247.0 Da. The calculation puts the gap between HOMO and LUMO at 9.898 eV. The lowest unoccupied orbital energy comes out at 0.033 eV. The HOMO energy comes out at -9.87 eV. The energy above the lowest of the compared OMol25 structures with the same formula, charge and spin comes out at 0.000 eV.

[3]
Computed, not measured: 11 unconnected molecules or ions with the total composition C9H40N10O13, with ωB97M-V with the def2-TZVPD basis set.

Positions of all 72 atoms, in Å:
N 14.4196 9.7317 -5.0215
C 13.1215 9.9670 -5.0348
N 12.5796 10.0265 -6.2329
O 12.4526 10.0743 -3.9933
H 14.7990 9.4473 -4.1297
H 14.9309 9.7377 -5.8925
H 11.5801 10.1367 -6.3278
H 13.1121 9.7442 -7.0434
N 5.7656 10.3979 -14.4650
C 6.8639 9.8618 -13.8801
N 6.6729 9.7144 -12.5898
O 7.8624 9.6604 -14.4968
H 5.0685 10.7088 -13.8036
H 5.7506 10.6702 -15.4375
H 7.3938 9.4268 -11.9435
H 5.8255 10.1408 -12.2432
N 13.7898 9.5552 -10.3180
C 14.5593 9.7096 -9.2926
N 15.6092 10.4816 -9.5458
O 14.4098 9.0510 -8.3119
H 13.0739 8.8440 -10.2758
H 13.9447 10.1145 -11.1446
H 15.5736 11.0097 -10.4060
H 16.1317 10.5522 -8.6843
N 10.2175 9.9366 -9.1766
C 9.0847 10.1246 -9.7445
N 8.3697 11.0345 -9.1660
O 8.5676 9.2999 -10.5040
H 10.6169 10.6843 -8.6274
H 10.7362 9.0913 -9.3678
H 8.8575 11.6402 -8.5215
H 7.3784 11.0232 -9.3591
N 8.2454 6.3760 -9.6198
C 7.8394 6.0068 -10.8536
N 7.8593 7.0251 -11.6125
O 7.3483 4.9252 -11.1654
H 8.5112 7.3471 -9.5401
H 8.3107 5.7066 -8.8663
H 7.4260 6.9632 -12.5227
H 8.0247 7.9063 -11.1475
O 12.9972 5.3002 -10.8833
C 12.6183 6.2815 -11.8296
C 11.3105 6.9917 -11.4128
O 11.3492 7.5004 -10.0173
H 13.9354 5.3488 -10.6856
H 13.4567 6.9762 -11.8807
H 12.3975 5.8300 -12.7968
H 10.5932 6.1720 -11.4528
H 11.0085 7.7538 -12.1312
H 11.8655 6.8322 -9.5607
O 10.2476 14.5676 -6.1096
C 11.4432 14.6435 -6.9285
C 11.0352 14.6690 -8.3560
O 10.6486 13.3461 -8.7944
H 9.9554 13.6559 -6.0385
H 11.9194 15.6140 -6.7887
H 12.1536 13.8413 -6.7284
H 11.8228 15.0437 -9.0098
H 10.1644 15.3209 -8.4253
H 10.2245 13.3616 -9.6555
O 6.9822 13.4190 -9.8279
H 7.6252 13.0482 -10.4324
H 6.2835 12.7659 -9.7904
O 5.2090 11.3210 -9.2740
H 4.8107 11.1943 -8.4128
H 4.4718 11.3033 -9.8843
O 7.6979 14.3620 -7.1586
H 7.5231 14.1291 -8.0704
H 8.5339 14.8274 -7.1858
O 9.9580 10.8465 -6.0616
H 9.1408 10.4444 -6.3559
H 9.7072 11.3711 -5.3013

Its energy is -1892.70802 Ha. For the molar mass, the calculation gives 496.5 Da. The calculation puts the gap between HOMO and LUMO at 8.459 eV. As for the SMILES: NC(N)=O.NC(N)=O.NC(N)=O.NC(N)=O.NC(N)=O.OCCO.OCCO.O.O.O.O. The lowest unoccupied orbital energy comes out at -0.415 eV. The HOMO energy comes out at -8.87 eV.

[4]
Computed, not measured: a molecular structure, C9H4Br2ClNO5PtSe2Te2, with ωB97M-V with the def2-TZVPD basis set.

Positions of all 27 atoms, in Å:
Pt -0.6131 0.2437 -1.7400
Br -0.7518 -4.3207 0.5999
C -0.2138 -2.6384 1.2255
C 0.2723 -2.5090 2.5361
C 0.6638 -1.2953 3.0267
Br 1.3137 -1.1761 4.7977
C 0.5866 -0.1384 2.2174
C 0.9571 1.1620 2.6200
C 0.8414 2.2081 1.7495
C 0.3511 1.9882 0.4583
N 0.0005 0.7854 0.0542
C 0.1017 -0.2979 0.9049
C -0.3062 -1.5491 0.3784
O -0.7606 -1.6131 -0.8501
H 0.3337 -3.3911 3.1579
H 1.3346 1.3160 3.6215
H 1.1217 3.2121 2.0313
H 0.2561 2.7872 -0.2550
O 1.1316 0.3562 -4.7360
Cl 0.8279 -0.7241 -3.8818
O 1.2124 -1.9758 -4.3905
O -0.6600 -0.7189 -3.5782
O 1.4061 -0.5089 -2.5406
Se -0.4259 2.4127 -2.8420
Te -1.9628 3.8523 -1.4771
Te -4.0336 2.2521 -2.0625
Se -2.9844 0.2807 -1.0257

Its energy is -11842.53240 Ha. For the molar mass, the calculation gives 1009.6 Da. The calculation puts the gap between HOMO and LUMO (spin up / spin down) at 5.965 / 5.963 eV. The lowest unoccupied orbital energy (spin up / spin down) comes out at -2.289 / -2.290 eV. The HOMO energy (spin up / spin down) comes out at -8.25 / -8.25 eV. The energy above the lowest of the compared OMol25 structures with the same formula, charge and spin comes out at 0.000 eV.